# C32H34F3MoN8O3S2

A molecular structure, C32H34F3MoN8O3S2 (ωB97M-V/def2-TZVPD, OMol25).

Results
- <S²> = 2.04
- multiplicity = 3
- charge = +1
- HOMO-LUMO gap (alpha / beta) (eV) = 7.194 / 7.797

Cartesian coordinates (Å):
Mo -0.947 -0.353 -0.678
C -0.435 1.131 2.262
N -1.734 1.576 1.737
C -2.034 2.942 2.158
C -2.773 0.637 2.057
C -3.282 0.511 3.348
C -4.230 -0.451 3.649
C -4.669 -1.327 2.663
C -4.181 -1.211 1.375
C -3.264 -0.208 1.065
N -2.798 -0.071 -0.278
C -3.652 0.513 -1.251
C -5.040 0.498 -1.197
C -5.765 1.039 -2.250
C -5.120 1.602 -3.339
C -3.732 1.652 -3.376
C -3.010 1.111 -2.331
N -1.561 1.225 -2.214
C -1.294 2.545 -1.561
C -0.859 1.229 -3.529
H 0.309 1.911 2.106
H -0.089 0.249 1.720
H -0.473 0.879 3.329
H -1.972 3.082 3.244
H -3.033 3.220 1.827
H -1.316 3.620 1.694
H -2.917 1.167 4.128
H -4.612 -0.532 4.657
H -5.388 -2.099 2.899
H -4.499 -1.891 0.595
H -5.555 0.064 -0.353
H -6.845 1.013 -2.214
H -5.694 2.013 -4.158
H -3.230 2.114 -4.214
H -1.785 3.330 -2.140
H -0.224 2.728 -1.545
H -1.682 2.529 -0.543
H -1.272 0.463 -4.173
H 0.198 1.033 -3.372
H -0.967 2.207 -4.001
C 4.250 -2.398 -0.216
C 3.247 -1.464 0.391
N 2.004 -1.725 0.508
N 1.564 -2.946 0.059
C 0.304 -3.311 0.300
N -0.035 -4.571 0.052
S -0.883 -2.255 0.973
C 3.669 -0.139 0.934
C 4.817 0.490 0.466
C 5.175 1.713 1.013
C 4.378 2.257 2.003
C 3.243 1.556 2.394
N 2.884 0.388 1.880
H 4.365 -3.289 0.410
H 5.231 -1.944 -0.302
H 3.942 -2.704 -1.219
H 2.203 -3.587 -0.398
H 0.617 -5.243 -0.320
H -1.012 -4.811 0.062
H 5.403 0.064 -0.334
H 6.061 2.228 0.664
H 4.621 3.201 2.471
H 2.598 1.954 3.171
O 4.842 0.223 -2.807
S 3.622 0.924 -3.084
O 3.248 1.199 -4.435
N 2.370 0.153 -2.314
C 1.835 0.936 -1.434
O 0.816 0.580 -0.727
C 2.460 2.275 -1.248
C 2.124 3.299 -0.382
C 2.890 4.458 -0.417
C 3.960 4.581 -1.298
C 4.294 3.553 -2.176
C 3.524 2.412 -2.123
H 1.294 3.190 0.304
H 2.656 5.277 0.250
H 4.541 5.494 -1.305
H 5.121 3.646 -2.866
F -2.007 -1.439 -3.290
C -1.285 -1.858 -2.231
F -1.882 -3.006 -1.839
F -0.062 -2.216 -2.717



# C32H34IN11O10P2SW

A molecular structure, C32H34IN11O10P2SW at a distorted geometry (ωB97M-V/def2-TZVPD, OMol25).

Results
- <S²> = 2.04
- multiplicity = 3
- charge = 0
- HOMO-LUMO gap (alpha / beta) (eV) = 4.681 / 4.484
- ΔE to the lowest compared entry with this formula, charge and spin (kJ/mol) = 541.7

Cartesian coordinates (Å):
W -0.917 1.501 -1.144
C -2.329 -2.867 -1.748
C -0.848 -2.680 -1.826
N -0.099 -3.760 -1.968
C 1.201 -3.648 -2.182
C 1.857 -2.441 -2.302
C 3.342 -2.442 -2.577
O 4.128 -2.297 -1.410
C 1.124 -1.244 -2.049
C 1.751 0.016 -2.042
N 1.064 1.133 -1.703
C 1.463 2.439 -1.938
C 2.744 2.912 -2.245
C 2.937 4.277 -2.363
C 1.893 5.164 -2.190
C 0.601 4.690 -1.925
C 0.359 3.337 -1.819
I -0.815 1.467 -4.100
C -0.293 -1.388 -1.790
O -1.089 -0.330 -1.605
H -2.574 -3.925 -1.727
H -2.790 -2.400 -2.618
H -2.723 -2.378 -0.857
H 1.733 -4.586 -2.261
H 3.597 -1.670 -3.315
H 3.624 -3.410 -2.996
H 4.090 -1.383 -1.106
H 2.776 0.109 -2.378
H 3.570 2.221 -2.342
H 3.920 4.649 -2.601
H 2.056 6.226 -2.269
H -0.201 5.411 -1.826
C -6.080 1.296 -0.573
C -4.824 0.476 -0.778
O -5.152 -0.891 -0.896
P -3.688 0.560 0.677
O -3.654 -0.901 1.274
O -4.314 1.344 1.894
O -2.244 0.875 0.429
P -3.848 0.881 -2.303
O -4.863 1.774 -3.150
O -3.541 -0.397 -2.966
O -2.646 1.763 -1.946
H -6.620 0.936 0.302
H -6.718 1.173 -1.444
H -5.832 2.346 -0.461
H -4.703 -1.229 -1.698
H -4.481 -1.387 1.225
H -4.522 2.284 1.747
H -4.692 1.717 -4.093
N -0.883 4.667 1.390
C -2.086 4.232 0.920
N -3.267 4.569 1.426
N -4.133 3.841 0.755
N -3.538 3.108 -0.122
N -2.206 3.330 -0.079
C 0.195 3.842 1.281
N 1.389 4.081 1.806
N 2.128 3.055 1.444
N 1.455 2.224 0.747
N 0.172 2.667 0.603
H -0.874 5.367 2.115
O -0.011 0.087 0.523
S 0.875 0.060 1.745
C -0.022 -1.063 2.918
C -0.058 -2.492 2.531
C -1.002 -2.940 1.616
C -1.053 -4.275 1.263
C -0.157 -5.171 1.821
C 0.804 -4.729 2.715
C 0.856 -3.393 3.068
C 2.227 -1.011 1.110
C 3.470 -0.962 1.927
C 4.103 -2.130 2.330
C 5.288 -2.061 3.044
C 5.844 -0.832 3.350
C 5.216 0.336 2.947
C 4.031 0.274 2.236
H -1.019 -0.621 2.940
H 0.469 -0.913 3.878
H -1.695 -2.227 1.202
H -1.795 -4.624 0.563
H -0.213 -6.216 1.561
H 1.506 -5.428 3.147
H 1.599 -3.043 3.771
H 2.380 -0.539 0.136
H 1.846 -2.022 0.971
H 3.682 -3.089 2.066
H 5.780 -2.971 3.348
H 6.776 -0.783 3.892
H 5.647 1.296 3.180
H 3.541 1.175 1.898